1.
ORCA calculation (wB97M-V/def2-TZVPD) on an isolated ion of composition CH4NO2Si and charge -1 at a distorted geometry.

Summary:
- Orbital gap: 7.71 eV
- Charge: -1
- Energy above the lowest of the compared OMol25 structures with the same formula, charge and spin: 33.7 kcal per mole
- Spin multiplicity: 1

The geometry in XYZ format:
```
9
CH4NO2Si (wB97M-V/def2-TZVPD)
C 2.539 0.330 0.522
N -1.587 0.159 0.033
O 1.447 -0.213 -0.758
O 2.584 1.512 0.488
Si -0.008 -0.464 -0.250
H -2.232 0.122 -0.722
H -2.095 0.832 0.773
H -0.508 -1.425 -1.281
H -0.141 -0.854 1.195
```

Atomic partial charges in e from the Löwdin method, atoms 1 to 6:
1. C -0.2765
2. N -0.2306
3. O -0.4823
4. O -0.1200
5. Si 0.1754
6. H -0.0557

2.
ORCA calculation (wB97M-V/def2-TZVPD) on a 2-piece molecular cluster, CH4NO3 overall.

Summary:
- Orbital gap: 8.74 eV
- Charge: -1
- Energy above the lowest of the compared OMol25 structures with the same formula, charge and spin: 4.2 kcal per mole
- Spin multiplicity: 1

The geometry in XYZ format:
```
9
CH4NO3 (wB97M-V/def2-TZVPD)
N -1.954 -0.343 -0.647
C -0.595 -0.368 -0.290
O -0.191 0.579 0.433
O 0.041 -1.346 -0.749
H -2.569 0.401 -0.425
H -2.325 -0.960 -1.322
H 1.866 1.880 1.155
H 1.692 0.595 0.586
O 2.410 1.095 1.056
```

Atomic partial charges in e from the Löwdin method, atoms 1 to 6:
1. N 0.0877
2. C -0.8475
3. O -0.1049
4. O -0.0969
5. H 0.0442
6. H 0.0442

3.
ORCA calculation (wB97M-V/def2-TZVPD) on a 2-piece molecular cluster, CH4NO3 overall at a distorted geometry.

Summary:
- Orbital gap (alpha / beta): 11.30 / 7.22 eV
- Charge: 0
- Energy above the lowest of the compared OMol25 structures with the same formula, charge and spin: 12.8 kcal per mole
- Spin multiplicity: 2

The geometry in XYZ format:
```
9
CH4NO3 (wB97M-V/def2-TZVPD)
N 0.840 1.605 0.922
C -0.071 0.860 0.155
O 0.371 0.379 -0.875
O -0.993 0.353 0.927
H 1.744 1.688 0.488
H 0.445 2.130 1.683
H -0.073 -1.776 -1.245
H -0.711 -2.628 -0.227
O -0.185 -2.715 -1.023
```

Atomic partial charges in e from the Löwdin method, atoms 1 to 6:
1. N 0.1878
2. C -0.6717
3. O 0.0787
4. O 0.2242
5. H 0.1198
6. H 0.1031

4.
ORCA calculation (wB97M-V/def2-TZVPD) on an isolated ion of composition CH4NO3S and charge -1 at a distorted geometry.

Summary:
- Orbital gap: 8.13 eV
- Charge: -1
- Energy above the lowest of the compared OMol25 structures with the same formula, charge and spin: 40.1 kcal per mole
- Spin multiplicity: 1

The geometry in XYZ format:
```
10
CH4NO3S (wB97M-V/def2-TZVPD)
C 0.438 -0.585 -0.478
N -1.076 1.129 1.029
O 0.506 -0.004 2.509
O 1.622 -0.174 0.101
O -0.289 -1.362 0.379
S -0.815 -0.229 1.781
H 1.140 0.235 0.939
H -0.045 0.268 -1.007
H 0.829 -1.184 -1.446
H -2.100 1.148 0.639
```

Atomic partial charges in e from the Löwdin method, atoms 1 to 6:
1. C -0.5678
2. N -0.3850
3. O -0.5609
4. O -0.1275
5. O -0.3609
6. S 0.7424

5.
ORCA calculation (wB97M-V/def2-TZVPD) on a 2-piece molecular cluster, CH4NS overall at a distorted geometry.

Summary:
- Orbital gap: 7.45 eV
- Charge: -1
- Energy above the lowest of the compared OMol25 structures with the same formula, charge and spin: 11.7 kcal per mole
- Spin multiplicity: 1

The geometry in XYZ format:
```
7
CH4NS (wB97M-V/def2-TZVPD)
C -0.101 -1.186 -1.201
N -0.601 -1.701 -0.114
H -0.305 -1.693 -2.177
H 0.697 -0.402 -1.163
H -0.524 -0.882 0.590
S 0.298 1.231 0.587
H 0.171 2.299 1.371
```

Atomic partial charges in e from the Löwdin method, atoms 1 to 6:
1. C -0.2698
2. N -0.0664
3. H 0.0340
4. H -0.0365
5. H -0.0916
6. S -0.1089

6.
ORCA calculation (wB97M-V/def2-TZVPD) on a 2-piece molecular cluster, CH4O overall at a distorted geometry.

Summary:
- Orbital gap: 10.76 eV
- Charge: 0
- Energy above the lowest of the compared OMol25 structures with the same formula, charge and spin: 49.4 kcal per mole
- Spin multiplicity: 1

The geometry in XYZ format:
```
6
CH4O (wB97M-V/def2-TZVPD)
C -0.346 0.240 0.071
O 1.106 -0.128 0.079
H -0.887 -0.182 -0.761
H -0.190 1.302 -0.087
H -0.902 0.199 0.942
H 1.219 -1.431 -0.244
```

The Löwdin scheme yields these atomic charges, measured in e:
1. C -0.1632
2. O -0.2723
3. H 0.0638
4. H 0.0718
5. H 0.0354
6. H 0.2646

7.
ORCA calculation (wB97M-V/def2-TZVPD) on a 2-piece molecular cluster, CH4O2 overall at a distorted geometry.

Summary:
- Orbital gap: 11.19 eV
- SMILES string: C=O.O
- Charge: 0
- Energy above the lowest of the compared OMol25 structures with the same formula, charge and spin: 4.6 kcal per mole
- Spin multiplicity: 1

The geometry in XYZ format:
```
7
CH4O2 (wB97M-V/def2-TZVPD)
C -0.710 0.128 -2.104
O 0.450 0.134 -1.766
H -0.976 0.255 -3.162
H -1.508 0.004 -1.363
O 0.789 -0.063 3.167
H 0.707 -0.926 2.724
H 1.248 0.467 2.503
```

Atomic partial charges in e from the Löwdin method, atoms 1 to 6:
1. C -0.1363
2. O -0.0173
3. H 0.0774
4. H 0.0767
5. O -0.0714
6. H 0.0388

8.
ORCA calculation (wB97M-V/def2-TZVPD) on one molecule with the formula CH4O2 at a distorted geometry.

Summary:
- Orbital gap: 11.25 eV
- SMILES string: OCO
- Charge: 0
- Energy above the lowest of the compared OMol25 structures with the same formula, charge and spin: 23.9 kcal per mole
- Spin multiplicity: 1

The geometry in XYZ format:
```
7
CH4O2 (wB97M-V/def2-TZVPD)
O -0.664 -0.713 0.926
C 0.255 -0.374 -0.024
O -0.287 1.224 -0.526
H -0.522 0.026 1.647
H 1.241 0.014 0.242
H 0.337 -1.130 -0.833
H -0.361 0.953 -1.431
```

Atomic partial charges in e from the Löwdin method, atoms 1 to 6:
1. O -0.0488
2. C -0.1758
3. O -0.1581
4. H 0.1655
5. H 0.1014
6. H 0.1206

9.
ORCA calculation (wB97M-V/def2-TZVPD) on a 2-piece molecular cluster, CH4O2P overall at a distorted geometry.

Summary:
- Orbital gap: 8.47 eV
- Charge: -1
- Energy above the lowest of the compared OMol25 structures with the same formula, charge and spin: 12.2 kcal per mole
- Spin multiplicity: 1

The geometry in XYZ format:
```
8
CH4O2P (wB97M-V/def2-TZVPD)
C -0.868 0.879 0.050
O 1.010 -2.467 0.460
O 1.559 -0.261 -0.812
P 1.930 -1.705 -0.531
H -1.783 0.187 0.075
H 0.111 0.341 -0.013
H -1.034 1.813 -0.293
H -0.925 1.212 1.063
```

Atomic partial charges in e from the Löwdin method, atoms 1 to 6:
1. C -0.0731
2. O -0.6637
3. O -0.6459
4. P 0.4360
5. H 0.0442
6. H -0.0278

10.
ORCA calculation (wB97M-V/def2-TZVPD) on one molecule with the formula CH4O2P2 at a distorted geometry.

Summary:
- Orbital gap: 9.38 eV
- SMILES string: CPOP=O
- Charge: 0
- Energy above the lowest of the compared OMol25 structures with the same formula, charge and spin: 7.9 kcal per mole
- Spin multiplicity: 1

The geometry in XYZ format:
```
9
CH4O2P2 (wB97M-V/def2-TZVPD)
C -0.773 -1.241 0.446
P -0.832 0.325 -0.537
O 0.819 0.383 -0.941
P 2.116 1.334 -1.211
O 1.836 2.596 -0.500
H 0.224 -1.123 1.139
H -1.658 -1.345 1.072
H -0.819 -2.078 -0.272
H -0.913 1.151 0.802
```

Atomic partial charges in e from the Löwdin method, atoms 1 to 6:
1. C -0.3909
2. P 0.7807
3. O -0.7974
4. P 0.7774
5. O -0.4836
6. H 0.0939

11.
ORCA calculation (wB97M-V/def2-TZVPD) on one molecule with the formula CH4O2P2 at a distorted geometry.

Summary:
- Orbital gap (alpha / beta): 7.51 / 7.51 eV
- SMILES string: C=[PH2]P(=O)=O
- Charge: 0
- Energy above the lowest of the compared OMol25 structures with the same formula, charge and spin: 73.5 kcal per mole
- Spin multiplicity: 1

The geometry in XYZ format:
```
9
CH4O2P2 (wB97M-V/def2-TZVPD)
C 1.314 0.655 0.637
P 0.464 -0.091 -0.658
P -1.623 -0.729 0.188
O -2.702 0.060 -0.415
O -1.690 -1.186 1.587
H 1.088 1.751 0.680
H 2.285 0.300 0.902
H 1.195 -1.297 -1.110
H -0.331 0.538 -1.809
```

Atomic partial charges in e from the Löwdin method, atoms 1 to 6:
1. C -0.3699
2. P 0.6668
3. P 0.4661
4. O -0.3876
5. O -0.3765
6. H 0.0054

12.
ORCA calculation (wB97M-V/def2-TZVPD) on a 2-piece molecular cluster, CH4O2PS overall at a distorted geometry.

Summary:
- Orbital gap (alpha / beta): 7.22 / 7.22 eV
- Charge: -1
- Energy above the lowest of the compared OMol25 structures with the same formula, charge and spin: 71.8 kcal per mole
- Spin multiplicity: 1

The geometry in XYZ format:
```
9
CH4O2PS (wB97M-V/def2-TZVPD)
C -1.146 0.942 0.488
O 1.499 -1.572 1.186
O 1.586 0.021 -0.815
P 0.722 -1.189 -0.020
S 0.206 -2.497 -1.444
H -2.244 0.734 0.507
H -0.837 1.362 1.420
H -0.736 1.467 -0.355
H 0.950 0.731 -0.968
```

Atomic partial charges in e from the Löwdin method, atoms 1 to 6:
1. C -0.0997
2. O -0.4700
3. O -0.3467
4. P 0.1308
5. S -0.0001
6. H -0.0420

13.
ORCA calculation (wB97M-V/def2-TZVPD) on an isolated ion of composition CH4O2PS and charge -1 at a distorted geometry.

Summary:
- Orbital gap: 6.75 eV
- SMILES string: [O-]P(O)CS
- Charge: -1
- Energy above the lowest of the compared OMol25 structures with the same formula, charge and spin: 57.0 kcal per mole
- Spin multiplicity: 1

The geometry in XYZ format:
```
9
CH4O2PS (wB97M-V/def2-TZVPD)
O 1.011 -2.125 0.521
P 0.927 -1.082 -0.499
O 2.073 0.156 -0.012
C -0.489 0.061 0.191
S -2.008 -0.845 -0.120
H 2.835 0.032 -0.576
H -0.577 1.114 -0.081
H -0.401 0.139 1.256
H -1.438 -2.043 -0.461
```

Atomic partial charges in e from the Löwdin method, atoms 1 to 6:
1. O -0.5533
2. P 0.4410
3. O -0.3987
4. C -0.7716
5. S 0.4931
6. H -0.0324

14.
ORCA calculation (wB97M-V/def2-TZVPD) on one molecule with the formula CH4O2S at a distorted geometry.

Summary:
- Orbital gap: 9.71 eV
- SMILES string: OCOS
- Charge: 0
- Energy above the lowest of the compared OMol25 structures with the same formula, charge and spin: 43.8 kcal per mole
- Spin multiplicity: 1

The geometry in XYZ format:
```
8
CH4O2S (wB97M-V/def2-TZVPD)
O 0.508 -1.200 0.338
C -0.607 -0.458 -0.026
O -0.589 0.882 0.262
S 0.848 1.848 0.058
H 0.825 -0.883 1.201
H -1.439 -0.898 0.400
H -0.833 -0.580 -1.214
H 1.287 1.289 -1.018
```

Atomic partial charges in e from the Löwdin method, atoms 1 to 6:
1. O -0.0494
2. C -0.4358
3. O -0.5254
4. S 0.8223
5. H 0.0975
6. H 0.0935

15.
ORCA calculation (wB97M-V/def2-TZVPD) on a 2-piece molecular cluster, CH4O2S3 overall at a distorted geometry.

Summary:
- Orbital gap: 6.62 eV
- Charge: 0
- Energy above the lowest of the compared OMol25 structures with the same formula, charge and spin: 51.1 kcal per mole
- Spin multiplicity: 1

The geometry in XYZ format:
```
10
CH4O2S3 (wB97M-V/def2-TZVPD)
C -0.322 0.713 0.537
O 2.405 1.491 1.018
O 1.436 -0.384 -0.203
S 4.288 -0.543 -0.176
S -1.459 0.326 -0.620
S 2.637 0.476 -0.009
H -0.002 0.242 1.499
H 0.117 1.665 0.480
H -1.667 -0.886 -0.067
H 2.593 1.160 -1.338
```

Atomic partial charges in e from the Löwdin method, atoms 1 to 6:
1. C -0.3489
2. O -0.4657
3. O -0.5306
4. S 0.2003
5. S 0.9226
6. S 0.1166

16.
ORCA calculation (wB97M-V/def2-TZVPD) on CH4O2Sm as an isolated structure at a distorted geometry.

Summary:
- Orbital gap (alpha / beta): 7.26 / 6.48 eV
- Charge: +1
- Spin multiplicity: 8

The geometry in XYZ format:
```
8
CH4O2Sm (wB97M-V/def2-TZVPD)
H 2.758 0.051 -1.438
O 0.555 0.393 -0.873
Sm 2.631 0.920 0.397
O -0.701 0.122 -0.813
C -1.205 -0.302 0.466
H -2.177 -0.755 0.253
H -0.519 -1.025 0.925
H -1.341 0.597 1.081
```

Atomic partial charges in e from the Löwdin method, atoms 1 to 6:
1. H -0.1919
2. O -0.3189
3. Sm 1.3309
4. O -0.1320
5. C -0.0079
6. H 0.1134

17.
ORCA calculation (wB97M-V/def2-TZVPD) on one molecule with the formula CH4O3 at a distorted geometry.

Summary:
- Orbital gap: 11.10 eV
- SMILES string: OCOO
- Charge: 0
- Energy above the lowest of the compared OMol25 structures with the same formula, charge and spin: 113.5 kcal per mole
- Spin multiplicity: 1

The geometry in XYZ format:
```
8
CH4O3 (wB97M-V/def2-TZVPD)
O -1.276 -0.723 -0.260
C -0.159 0.604 0.049
O 0.990 0.293 -0.541
O 1.838 -0.521 0.265
H -1.965 -0.560 -0.922
H -0.718 1.408 -0.510
H -0.013 0.568 1.099
H 1.303 -1.070 0.820
```

Atomic partial charges in e from the Löwdin method, atoms 1 to 6:
1. O -0.1836
2. C -0.1053
3. O -0.0915
4. O 0.0247
5. H 0.0214
6. H 0.1474

18.
ORCA calculation (wB97M-V/def2-TZVPD) on a 2-piece molecular cluster, CH4O3PS overall at a distorted geometry.

Summary:
- Orbital gap (alpha / beta): 5.58 / 5.56 eV
- Charge: -1
- Energy above the lowest of the compared OMol25 structures with the same formula, charge and spin: 51.6 kcal per mole
- Spin multiplicity: 1

The geometry in XYZ format:
```
10
CH4O3PS (wB97M-V/def2-TZVPD)
C 1.343 -0.408 -0.660
O -0.599 -0.371 1.263
O 0.706 1.721 0.988
O -1.050 0.896 -0.868
P 0.047 0.681 0.157
S -3.811 -0.485 0.376
H 2.079 -0.722 0.127
H 0.900 -1.205 -1.058
H 1.859 0.154 -1.355
H -1.473 -0.263 1.030
```

Atomic partial charges in e from the Löwdin method, atoms 1 to 6:
1. C -0.1562
2. O -0.2273
3. O -0.3933
4. O -0.4296
5. P 0.2177
6. S 0.1392

19.
ORCA calculation (wB97M-V/def2-TZVPD) on one molecule with the formula CH4O4Si at a distorted geometry.

Summary:
- Orbital gap: 9.98 eV
- SMILES string: O=C[Si](O)(O)O
- Charge: 0
- Energy above the lowest of the compared OMol25 structures with the same formula, charge and spin: 4.3 kcal per mole
- Spin multiplicity: 1

The geometry in XYZ format:
```
10
CH4O4Si (wB97M-V/def2-TZVPD)
O -1.981 -0.885 0.721
C -1.466 0.069 0.190
Si 0.403 0.155 -0.055
O 0.851 -0.961 -1.190
O 0.776 1.552 -0.608
O 1.037 -0.097 1.409
H -2.177 0.838 -0.170
H 0.478 -1.782 -1.235
H 1.597 2.016 -0.794
H 0.482 -0.901 1.732
```

Atomic partial charges in e from the Löwdin method, atoms 1 to 6:
1. O -0.0128
2. C -0.2396
3. Si 0.1107
4. O -0.0443
5. O -0.0244
6. O -0.0959

20.
ORCA calculation (wB97M-V/def2-TZVPD) on a 2-piece molecular cluster, CH4OP2 overall at a distorted geometry.

Summary:
- Orbital gap: 9.02 eV
- SMILES string: O=C=P.P
- Charge: 0
- Energy above the lowest of the compared OMol25 structures with the same formula, charge and spin: 36.2 kcal per mole
- Spin multiplicity: 1

The geometry in XYZ format:
```
8
CH4OP2 (wB97M-V/def2-TZVPD)
O 2.257 1.449 -1.221
C 2.044 0.689 -0.364
P 2.366 -0.304 0.894
H 1.092 -0.639 1.153
P -1.583 0.066 0.040
H -2.031 -0.964 0.940
H -1.163 -0.789 -0.964
H -2.983 0.492 -0.478
```

Atomic partial charges in e from the Löwdin method, atoms 1 to 6:
1. O 0.0761
2. C -0.6955
3. P 0.7896
4. H -0.2325
5. P 0.5610
6. H -0.1776